Entry 1:
Below is an isolated molecule of C5H5N at a distorted geometry, with properties calculated with ωB97M-V/def2-TZVPD.

Summary:
* M: 79.10 g mol⁻¹
* energy relative to the best compared isomer or geometry (same formula, charge and spin): 2.135 eV
* E_LUMO: 0.8 eV
* HOMO-LUMO gap: 11.51 eV
* E: -6753.773 eV

Atoms and positions in Å:
N  -0.4410  2.7995  -0.0763
C  1.2086  -0.2373  0.2053
C  -0.1698  0.2292  0.4277
C  -0.2994  1.6735  0.1436
C  -1.1995  -0.5678  -0.3968
C  2.3232  -0.6630  0.0543
H  -1.0759  -1.6354  -0.1975
H  -1.0552  -0.3868  -1.4650
H  3.3172  -1.0358  -0.0689
H  -2.2146  -0.2691  -0.1193
H  -0.3937  0.0930  1.4929

Atom charges from the natural (NBO) analysis, given in e for atoms 1 to 4: -0.305 -0.018 -0.388 0.293

Entry 2:
Below is the ion C5H5N2 with charge +1 at a distorted geometry, with properties calculated with ωB97M-V/def2-TZVPD.

Summary:
* M: 93.11 g mol⁻¹
* energy relative to the best compared isomer or geometry (same formula, charge and spin): 2.385 eV
* E_LUMO (spin up / spin down): -5.4 / -9.8 eV
* ⟨S²⟩: 2.01
* net charge: +1
* multiplicity: 3
* HOMO-LUMO gap (spin up / spin down): 7.47 / 7.09 eV
* E: -8231.136 eV

Atoms and positions in Å:
N  -3.2241  3.2630  1.2222
N  -1.2633  0.7269  1.5103
C  -0.8451  -0.1578  0.5995
C  -1.7858  1.5456  2.1476
C  0.1015  0.4228  -0.4657
C  -2.6000  2.6109  1.9217
C  0.5791  -0.6555  0.4259
H  0.4576  1.4317  -0.3094
H  1.2989  -0.4331  1.2009
H  -1.6484  -0.8281  0.3023
H  -0.1608  0.2097  -1.4922
H  0.6574  -1.6556  0.0148

Atom charges from the natural (NBO) analysis, given in e for atoms 1 to 4: -0.046 -0.270 0.050 0.431